The following is a quantum chemistry calculation of a structure of composition C28H48F10IN2O8PS at a distorted geometry, from the Open Molecules 2025 dataset.

Atoms and positions in Å:
C -4.274 5.596 9.463
C -4.540 5.257 7.997
C -3.460 4.327 7.462
F -2.243 4.651 7.954
O -3.806 3.004 7.845
P -2.706 1.868 7.904
O -1.759 1.972 8.996
O -3.613 0.592 7.939
C -3.110 -0.503 8.729
C -1.770 -1.081 8.243
C -0.704 -1.085 9.351
I -2.093 -3.124 7.596
O -2.047 1.700 6.401
S -0.852 2.618 5.865
O 0.194 2.792 6.801
O -1.353 3.760 5.192
C -0.213 1.457 4.550
F -0.714 0.224 4.728
F -0.645 1.922 3.363
C 1.332 1.428 4.515
F 1.650 0.881 3.319
F 1.835 2.674 4.529
C 1.973 0.523 5.624
F 1.132 0.319 6.644
F 2.235 -0.678 5.075
C 3.316 1.065 6.163
F 4.160 1.270 5.153
F 3.838 0.134 6.981
F 3.134 2.185 6.859
H -3.495 6.334 9.572
H -3.933 4.696 9.960
H -5.180 5.894 9.968
H -4.590 6.141 7.380
H -5.465 4.701 7.961
H -3.417 4.401 6.384
H -3.070 -0.252 9.775
H -3.866 -1.265 8.636
H -1.417 -0.562 7.370
H -0.548 -2.088 9.713
H 0.228 -0.672 8.998
H -1.021 -0.481 10.189
C 1.846 1.044 -0.203
C 0.453 1.170 -0.871
C -0.158 -0.207 -1.163
C 0.396 -0.907 -2.402
C 0.339 0.029 -3.607
C 1.059 1.349 -3.352
N 0.544 2.001 -2.109
O -0.586 2.576 -2.350
C 2.575 1.082 -3.282
C 0.870 2.287 -4.537
C -0.429 1.852 0.167
H 2.679 1.176 -0.885
H 1.976 1.813 0.559
H 1.967 0.075 0.283
H -1.238 -0.089 -1.299
H -0.030 -0.843 -0.286
H 1.418 -1.254 -2.222
H -0.195 -1.801 -2.607
H 0.778 -0.461 -4.477
H -0.709 0.220 -3.858
H 3.119 1.986 -3.005
H 2.933 0.767 -4.262
H 2.850 0.288 -2.591
H -0.181 2.456 -4.766
H 1.333 1.850 -5.421
H 1.340 3.253 -4.351
H -0.104 2.876 0.351
H -0.361 1.302 1.101
H -1.476 1.875 -0.127
C 1.485 -4.215 -10.116
C 0.726 -4.558 -8.809
C -0.651 -3.882 -8.760
C -0.629 -2.402 -8.382
C 0.170 -2.196 -7.097
C 1.584 -2.764 -7.196
N 1.551 -4.198 -7.617
O 1.239 -4.944 -6.611
C 2.401 -1.893 -8.169
C 2.290 -2.646 -5.853
C 0.494 -6.063 -8.862
H 2.230 -3.435 -10.005
H 2.033 -5.084 -10.479
H 0.797 -3.905 -10.903
H -1.273 -4.405 -8.027
H -1.143 -4.013 -9.724
H -0.218 -1.803 -9.200
H -1.652 -2.051 -8.234
H 0.227 -1.132 -6.856
H -0.361 -2.673 -6.267
H 3.389 -2.322 -8.341
H 2.540 -0.901 -7.738
H 1.919 -1.737 -9.131
H 1.734 -3.124 -5.048
H 2.403 -1.595 -5.588
H 3.286 -3.089 -5.890
H 1.435 -6.610 -8.799
H 0.019 -6.310 -9.811
H -0.156 -6.413 -8.062

## Properties
2S+1	3
net charge	0
⟨S²⟩	2.01
frontier orbital gap (spin up / spin down)	8.719 / 9.678	eV


The following is a quantum chemistry calculation of a cluster of 4 separate species, C43H82IN7O13P2S in total at a distorted geometry, from the Open Molecules 2025 dataset.

Atoms and positions in Å:
C 0.372 6.528 0.641
C 1.292 7.585 1.416
C 2.844 7.289 1.274
C 3.642 7.285 2.636
C 3.115 6.269 3.730
C 3.870 4.873 3.759
C 4.168 4.249 2.340
C 4.288 2.671 2.379
C 5.668 2.106 2.596
P 7.262 3.065 2.836
N 7.912 3.333 1.204
O 6.997 4.616 3.463
C 5.806 0.641 2.592
C 7.223 -0.027 2.781
C 7.457 -0.597 4.248
C 8.953 -0.529 4.725
I 6.061 0.246 5.729
C 4.624 -0.276 2.404
N 4.899 -1.634 2.459
C 3.761 -2.342 2.277
N 3.875 -3.809 2.347
C 4.774 -4.166 3.492
C 4.413 -4.334 1.105
C 3.448 -4.318 -0.144
O 5.511 -4.816 0.959
C 2.414 -1.772 2.011
C 1.194 -2.742 1.780
C -0.070 -2.015 2.370
O -0.106 -1.501 3.450
O -1.246 -1.987 1.580
C -1.472 -0.706 1.006
C -0.804 -0.438 -0.389
O -2.146 0.138 1.508
N 2.164 -0.447 1.957
C 3.301 0.314 2.182
C 3.103 1.811 2.182
P 1.406 2.552 1.894
O 1.192 3.993 2.721
O 0.189 1.538 2.457
S 1.137 2.964 0.007
H 0.979 5.927 -0.094
H -0.193 5.861 1.343
H -0.413 7.073 0.037
H 1.077 8.572 0.909
H 0.954 7.672 2.485
H 3.270 8.140 0.660
H 2.981 6.365 0.653
H 3.568 8.336 3.045
H 4.723 7.037 2.425
H 1.994 6.143 3.711
H 3.329 6.752 4.732
H 4.762 4.958 4.427
H 3.167 4.149 4.273
H 3.326 4.453 1.614
H 5.078 4.720 1.889
H 8.244 4.293 1.097
H 7.172 3.099 0.537
H 7.091 5.313 2.786
H 7.193 -0.934 2.105
H 8.056 0.610 2.398
H 7.180 -1.690 4.214
H 9.553 -1.169 4.011
H 9.319 0.528 4.649
H 9.033 -0.940 5.770
H 4.728 -5.272 3.695
H 4.533 -3.570 4.411
H 5.857 -3.950 3.259
H 2.680 -5.114 0.043
H 2.914 -3.339 -0.260
H 4.052 -4.564 -1.048
H 1.414 -3.726 2.265
H 1.030 -2.838 0.668
H 0.279 -0.156 -0.325
H -0.923 -1.388 -0.985
H -1.404 0.344 -0.927
H 0.780 3.753 3.579
H 0.396 1.382 3.407
C -5.802 -0.154 -6.184
O -5.538 0.425 -4.918
C -6.631 0.332 -4.006
C -6.330 -0.663 -2.890
N -6.315 -2.036 -3.390
C -5.756 -3.008 -2.447
C -4.298 -2.825 -2.010
O -3.346 -3.051 -3.044
C -3.138 -1.944 -3.908
H -5.003 0.146 -6.863
H -5.806 -1.246 -6.127
H -6.754 0.200 -6.593
H -7.571 0.092 -4.513
H -6.743 1.323 -3.556
H -7.093 -0.571 -2.112
H -5.363 -0.384 -2.457
H -5.765 -2.073 -4.238
H -5.843 -3.989 -2.923
H -6.390 -3.033 -1.555
H -4.094 -3.588 -1.253
H -4.119 -1.863 -1.516
H -3.233 -0.986 -3.390
H -3.826 -1.994 -4.754
H -2.126 -2.016 -4.312
C -0.654 4.041 -3.661
O 0.722 4.379 -3.674
C 1.562 3.378 -3.101
C 2.388 2.678 -4.175
N 1.552 1.834 -5.027
C 2.220 1.363 -6.242
C 2.713 2.415 -7.244
O 1.676 3.122 -7.910
C 1.131 4.207 -7.177
H -1.222 4.936 -3.921
H -0.879 3.269 -4.403
H -0.972 3.707 -2.668
H 0.997 2.660 -2.503
H 2.249 3.898 -2.429
H 3.152 2.059 -3.694
H 2.894 3.457 -4.756
H 0.731 2.357 -5.305
H 1.506 0.717 -6.760
H 3.066 0.731 -5.952
H 3.249 1.877 -8.032
H 3.440 3.110 -6.809
H 1.876 4.704 -6.552
H 0.285 3.872 -6.573
H 0.743 4.935 -7.893
C -4.974 -5.602 0.837
O -6.231 -4.946 0.858
C -7.199 -5.532 -0.010
C -8.287 -6.245 0.787
N -7.773 -7.454 1.427
C -8.673 -8.027 2.430
C -9.033 -7.166 3.648
O -7.952 -6.928 4.538
C -7.090 -5.868 4.157
H -4.257 -4.968 1.361
H -5.021 -6.563 1.357
H -4.620 -5.751 -0.188
H -6.741 -6.199 -0.748
H -7.664 -4.706 -0.556
H -9.106 -6.514 0.114
H -8.669 -5.532 1.526
H -6.895 -7.239 1.883
H -8.192 -8.938 2.795
H -9.598 -8.335 1.932
H -9.769 -7.730 4.229
H -9.526 -6.227 3.375
H -7.622 -5.061 3.647
H -6.275 -6.245 3.536
H -6.639 -5.461 5.064

## Properties
2S+1	1
net charge	0
frontier orbital gap	7.112	eV
structure (SMILES)	CCCCCCCc1c(P(N)O)c(C[C@@H](C)I)c2nc(N(C)C(C)=O)c(CC(=O)OC(C)=O)nc2c1P(O)(O)=S.COCCNCCOC.COCCNCCOC.COCCNCCOC


The following is a quantum chemistry calculation of the ion C3H7N4O with charge +1 at a distorted geometry, from the Open Molecules 2025 dataset.

Atoms and positions in Å:
N 0.846 -1.810 -0.444
N 0.145 -0.947 0.489
C 0.953 0.188 0.934
C 0.690 1.410 0.489
N -0.312 1.719 -0.406
C -1.319 0.776 -0.651
O -2.297 0.971 -1.257
N -1.140 -0.439 -0.046
H 0.479 -2.757 -0.764
H 1.274 -1.276 -1.214
H -0.008 -1.456 1.381
H 1.975 -0.151 1.429
H 1.269 2.258 0.703
H -0.687 2.621 -0.530
H -1.868 -1.106 -0.113

## Properties
energy relative to the best compared isomer or geometry (same formula, charge and spin)	296.0	kJ/mol
2S+1	1
net charge	+1
frontier orbital gap	10.749	eV
structure (SMILES)	N[N@H+]1C=CNC(=O)N1


The following is a quantum chemistry calculation of a structure of composition C19H45F6HgN2O12S7 at a distorted geometry, from the Open Molecules 2025 dataset.

Atoms and positions in Å:
Hg 24.073 23.338 14.782
C 21.261 24.947 19.656
F 20.384 25.852 19.238
F 22.436 25.520 19.306
F 21.194 24.859 20.959
S 21.113 23.303 18.800
O 22.421 22.735 18.748
O 20.240 22.471 19.574
N 20.828 23.784 17.157
S 19.230 23.750 17.016
O 18.694 22.462 16.461
O 18.380 24.219 18.122
C 18.823 25.051 15.584
F 19.913 25.083 14.823
F 17.808 24.578 14.859
F 18.553 26.248 15.994
C 24.216 30.181 13.156
S 23.620 29.463 14.705
O 24.072 28.038 14.833
C 24.775 30.462 15.790
H 25.278 30.062 12.939
H 23.994 31.243 13.052
H 23.623 29.657 12.406
H 24.318 31.452 15.776
H 25.819 30.575 15.495
H 24.697 30.125 16.823
C 27.688 17.319 15.138
S 26.527 17.817 16.404
O 25.756 18.905 15.695
C 25.347 16.343 16.182
H 28.018 16.282 15.202
H 28.529 18.011 15.095
H 27.108 17.425 14.222
H 24.406 16.705 16.597
H 25.720 15.406 16.596
H 25.285 16.259 15.097
C 24.678 22.093 25.561
S 24.011 20.665 26.503
O 24.428 20.884 27.939
C 22.279 21.244 26.345
H 25.754 21.944 25.475
H 24.370 23.069 25.935
H 24.303 22.078 24.537
H 22.078 21.591 25.331
H 21.962 21.754 27.255
H 21.796 20.279 26.501
C 28.784 24.690 19.951
S 29.134 24.495 18.116
O 27.839 24.523 17.298
C 29.956 26.095 17.744
H 28.480 23.670 20.190
H 28.119 25.535 20.130
H 29.730 24.782 20.483
H 30.165 26.740 18.597
H 29.390 26.722 17.056
H 30.892 25.921 17.214
C 16.615 17.869 19.178
S 18.186 16.876 18.864
O 18.200 15.490 19.486
C 17.992 16.509 17.051
H 16.426 18.503 18.312
H 16.922 18.409 20.074
H 15.689 17.314 19.325
H 18.319 15.570 16.605
H 18.241 17.433 16.528
H 16.932 16.353 16.852
C 11.208 19.058 11.418
O 10.114 18.981 11.991
N 12.361 18.833 11.977
C 12.524 18.172 13.264
C 13.465 19.473 11.298
H 11.337 19.275 10.346
H 11.644 17.579 13.512
H 12.609 18.911 14.060
H 13.352 17.478 13.120
H 14.418 18.945 11.318
H 13.316 19.561 10.222
H 13.708 20.348 11.901
O 10.513 20.437 20.543
C 11.293 21.435 20.521
O 11.626 22.258 19.559
C 10.829 22.515 18.457
C 11.640 23.729 17.864
C 12.275 21.547 21.767
H 9.908 22.802 18.964
H 10.660 21.612 17.871
H 12.591 23.360 17.480
H 11.852 24.501 18.603
H 11.033 24.154 17.064
H 12.313 20.525 22.142
H 12.144 22.178 22.646
H 13.264 21.550 21.310

## Properties
2S+1	1
net charge	+1
frontier orbital gap	1.153	eV


The following is a quantum chemistry calculation of an isolated molecule of H4N3P at a distorted geometry, from the Open Molecules 2025 dataset.

Atoms and positions in Å:
N -1.775 0.236 0.226
N -0.466 0.471 -0.029
N 0.439 -0.268 0.582
P 2.005 0.091 0.081
H -2.071 -0.436 0.842
H -2.336 0.562 -0.566
H 1.681 0.494 -1.183
H 2.524 -1.150 0.048

## Properties
energy relative to the best compared isomer or geometry (same formula, charge and spin)	110.8	kJ/mol
2S+1	1
net charge	0
frontier orbital gap	9.137	eV
structure (SMILES)	N/N=N/P


The following is a quantum chemistry calculation of a structure of composition C31H48BrCl3N3O3Pb, from the Open Molecules 2025 dataset.

Atoms and positions in Å:
Pb -1.140 1.906 -0.233
C -3.413 0.816 2.215
N -3.601 1.772 1.129
C -3.860 3.118 1.638
C -4.688 1.373 0.243
C -4.408 0.108 -0.557
N -3.365 0.242 -1.555
C -2.968 -1.064 -2.045
C -3.713 1.144 -2.637
H -4.360 0.597 2.735
H -2.707 1.225 2.938
H -2.987 -0.108 1.828
H -4.826 3.175 2.165
H -3.854 3.828 0.810
H -3.070 3.413 2.328
H -4.880 2.206 -0.435
H -5.609 1.206 0.828
H -5.363 -0.211 -1.018
H -4.097 -0.686 0.126
H -3.815 -1.627 -2.477
H -2.543 -1.646 -1.224
H -2.202 -0.950 -2.811
H -4.647 0.846 -3.147
H -2.905 1.157 -3.368
H -3.826 2.163 -2.267
C 2.865 -5.191 -2.224
C 3.338 -3.767 -1.903
C 3.981 -3.176 -3.160
C 4.412 -3.808 -0.803
C 2.161 -2.926 -1.415
C 1.707 -1.803 -2.082
C 0.694 -1.046 -1.530
Br 0.204 0.553 -2.516
C 0.056 -1.283 -0.284
O -0.799 -0.470 0.237
C 0.484 -2.505 0.346
C 1.505 -3.246 -0.227
C -0.073 -3.055 1.675
C -1.239 -2.273 2.288
C 1.058 -3.062 2.718
C -0.576 -4.490 1.447
H 3.701 -5.805 -2.573
H 2.104 -5.165 -3.006
H 2.429 -5.671 -1.346
H 4.854 -3.770 -3.438
H 4.311 -2.150 -2.982
H 3.286 -3.180 -4.002
H 5.303 -4.338 -1.153
H 4.048 -4.310 0.094
H 4.696 -2.790 -0.528
H 2.139 -1.484 -3.020
H 1.822 -4.142 0.295
H -0.950 -1.252 2.520
H -1.552 -2.773 3.211
H -2.089 -2.242 1.607
H 1.443 -2.048 2.846
H 1.889 -3.704 2.421
H 0.682 -3.415 3.682
H -1.370 -4.494 0.698
H -0.981 -4.897 2.378
H 0.214 -5.158 1.103
Cl -4.448 5.211 -2.953
C -2.962 5.955 -2.297
Cl -2.296 7.056 -3.507
Cl -3.384 6.877 -0.847
C -1.948 4.738 -1.971
O -1.211 4.412 -2.890
O -2.139 4.254 -0.837
C 3.334 0.491 1.172
N 3.754 1.664 0.415
C 4.470 1.268 -0.783
C 2.631 2.543 0.059
C 1.847 3.009 1.264
C 2.572 3.700 2.235
C 1.973 4.125 3.409
C 0.629 3.855 3.608
C -0.088 3.191 2.623
C 0.474 2.747 1.417
H 4.214 -0.104 1.427
H 2.636 -0.150 0.614
H 2.848 0.804 2.094
H 5.328 0.650 -0.508
H 4.836 2.160 -1.298
H 3.841 0.695 -1.482
H 1.950 2.051 -0.648
H 3.063 3.408 -0.452
H 3.628 3.883 2.064
H 2.549 4.660 4.156
H 0.134 4.169 4.521
H -1.145 3.016 2.814

## Properties
energy relative to the best compared isomer or geometry (same formula, charge and spin)	34.0	kJ/mol
2S+1	1
net charge	-1
frontier orbital gap	6.897	eV


The following is a quantum chemistry calculation of a cluster of 2 separate species, C5H4N in total at a distorted geometry, from the Open Molecules 2025 dataset.

Atoms and positions in Å:
C 0.734 -0.470 -1.036
C -1.877 0.598 3.542
C 1.302 -0.977 -2.065
C -0.712 0.676 0.895
C 0.049 0.247 -0.240
N -0.749 -0.170 1.972
H 1.539 -2.057 -2.284
H 1.753 -0.315 -2.731
H -0.422 1.550 1.456
H -1.617 0.917 0.492

## Properties
energy relative to the best compared isomer or geometry (same formula, charge and spin)	1049.2	kJ/mol
2S+1	1
net charge	+1
frontier orbital gap (spin up / spin down)	5.506 / 5.522	eV


no.,DFT total energy (a.u.)
1,-3842.98434
2,-4427.47886
3,-412.43435
4,-5302.39996
5,-507.91568
6,-5747.54237
7,-246.86232